{"formula": "C4H12FInO4", "method": "ωB97M-V with the def2-TZVPD basis set", "elements": ["In", "F", "C", "C", "O", "O", "H", "H", "H", "H", "H", "H", "C", "C", "O", "O", "H", "H", "H", "H", "H", "H"], "coordinates": [[32.0332, 16.1525, -12.8648], [32.2519, 15.6817, -15.7847], [28.8222, 17.9631, -14.2615], [29.8383, 19.0755, -13.9802], [30.3996, 18.6234, -12.7617], [29.4117, 16.7049, -14.4633], [28.2276, 18.3212, -15.1019], [28.1240, 17.9253, -13.4254], [29.3843, 20.0612, -13.8778], [30.5503, 19.1234, -14.8041], [29.9821, 19.0614, -12.0163], [28.7016, 16.0667, -14.5634], [32.9226, 12.5078, -12.6704], [33.2272, 12.7189, -11.1969], [32.6011, 13.8372, -10.7502], [33.4180, 13.6002, -13.4222], [31.8950, 12.2273, -12.9018], [33.4198, 11.5666, -12.9048], [34.3119, 12.7182, -11.0899], [32.8927, 11.8671, -10.6049], [33.0238, 14.1309, -9.9399], [34.3360, 13.4642, -13.6678]], "forces_ev_per_angstrom": [[-0.5, -0.9, -2.1], [-0.1, 0.4, 2.1], [-0.9, 1.3, 0.1], [-0.5, -1.4, -0.3], [2.1, 0.2, 0.4], [1.0, 0.5, -0.1], [-0.1, -0.4, -0.7], [-0.2, -0.2, 0.1], [-0.3, -0.2, 0.1], [0.5, -0.1, 0.4], [-0.2, 0.0, 0.3], [-0.2, -0.5, 0.1], [0.4, -1.3, -0.1], [0.9, -1.4, -0.5], [-1.1, 2.1, 0.4], [-1.4, 0.3, -0.1], [-0.3, 1.0, 0.0], [0.6, 0.1, -0.3], [0.2, 0.4, 0.2], [-0.4, -0.5, -0.2], [0.1, 0.4, 0.3], [0.5, 0.0, -0.1]], "homo_lumo_gap_ev": 3.7893, "e_tot_ev": -20398.2431, "total_charge": 2, "homo_ev": -17.887, "lumo_ha": -0.5181, "relative_energy_kcal_mol": 63.62}

---

{"formula": "C4H12FOS", "method": "ωB97M-V with the def2-TZVPD basis set", "elements": ["F", "S", "H", "H", "C", "C", "O", "C", "C", "H", "H", "H", "H", "H", "H", "H", "H", "H", "H"], "coordinates": [[-3.1866, 0.9621, -0.4938], [-4.6383, 0.9626, 0.0220], [-5.2173, -0.0928, -0.6359], [-5.1984, 2.0366, -0.6252], [-0.2338, 0.9092, 0.1577], [1.0829, 0.7732, 0.9068], [1.3637, -0.5461, 1.3257], [1.4723, -1.5245, 0.3030], [2.5685, -1.2369, -0.7080], [-1.0593, 0.5517, 0.7797], [-0.4145, 1.9539, -0.1052], [-0.2406, 0.3264, -0.7653], [1.0388, 1.3773, 1.8137], [1.9110, 1.1698, 0.3107], [0.5054, -1.6594, -0.1970], [1.6911, -2.4654, 0.8085], [2.3942, -0.3058, -1.2497], [2.6272, -2.0428, -1.4403], [3.5338, -1.1490, -0.2075]], "forces_ev_per_angstrom": [[-0.3, 0.0, -0.5], [-0.3, 0.1, 1.2], [0.3, 0.5, -0.4], [0.2, -0.6, -0.4], [-0.1, -0.1, -0.1], [0.1, 0.0, 0.0], [-0.1, 0.0, 0.2], [0.1, 0.0, -0.1], [0.0, 0.1, 0.0], [0.1, 0.0, 0.1], [0.0, 0.0, 0.0], [0.0, 0.1, 0.0], [0.1, -0.1, 0.1], [-0.1, 0.0, -0.1], [0.0, 0.0, -0.1], [0.0, 0.1, 0.1], [0.0, -0.1, -0.1], [0.0, 0.0, 0.0], [0.0, 0.0, 0.0]], "homo_lumo_gap_ev": 5.1505, "e_tot_ev": -19932.1584, "total_charge": 1, "homo_ev": -12.010, "lumo_ha": -0.2521}

---

{"formula": "C4H12FeN2O10", "method": "ωB97M-V with the def2-TZVPD basis set", "elements": ["Fe", "N", "O", "O", "O", "N", "O", "O", "O", "C", "C", "O", "O", "H", "H", "H", "H", "H", "H", "C", "C", "O", "O", "H", "H", "H", "H", "H", "H"], "coordinates": [[1.7161, -8.2786, -4.9586], [3.8105, -9.4689, -2.7139], [5.0042, -9.6063, -2.9571], [3.3437, -9.6120, -1.5712], [2.9913, -9.2763, -3.6784], [4.0959, -8.0935, -7.2648], [3.2304, -7.9149, -6.3354], [3.9641, -9.0707, -8.0082], [4.9332, -7.2142, -7.4521], [0.6453, -6.1976, -3.2247], [0.2740, -7.4803, -2.4830], [0.2408, -8.5386, -3.4739], [1.7825, -6.4066, -4.0595], [0.8529, -5.4504, -2.4521], [-0.2201, -5.7845, -3.7450], [-0.7555, -7.3644, -2.1329], [0.8532, -7.7469, -1.6019], [-0.3493, -9.2567, -3.2344], [2.2913, -5.5908, -4.1127], [-0.2778, -8.5843, -7.0962], [-0.0126, -9.9371, -6.4923], [1.3499, -10.0642, -6.1073], [0.2083, -7.4739, -6.2721], [-1.3318, -8.4587, -7.3636], [0.2509, -8.4740, -8.0506], [-0.1603, -10.6444, -7.3151], [-0.7459, -10.1623, -5.7152], [1.8464, -10.6272, -6.7086], [0.0550, -6.7263, -6.8600]], "forces_ev_per_angstrom": [[2.4, -1.0, -0.1], [0.5, -0.9, 0.9], [-0.7, 0.4, -0.1], [0.0, 0.5, -0.5], [-0.6, 0.4, -0.7], [-0.5, 0.7, -1.0], [-0.2, 0.5, 0.5], [0.1, -0.2, 0.4], [-0.2, -0.6, 0.3], [-0.1, 0.2, 1.5], [-1.2, -0.2, -0.5], [-0.1, 0.5, 0.1], [-0.6, 0.6, 0.5], [0.3, -0.1, 0.0], [0.1, -0.4, -0.6], [0.0, 0.2, 0.1], [0.7, 0.0, -0.4], [0.2, -0.1, 0.2], [0.3, -0.3, -0.2], [0.4, 0.7, -1.0], [0.1, -0.4, -1.3], [-1.0, 0.1, 0.9], [-1.2, -1.0, -0.5], [-0.1, 0.0, 0.5], [0.2, -0.4, 0.2], [-0.5, 0.0, 0.2], [0.5, -0.1, 0.4], [0.3, 0.3, -0.1], [0.5, 0.4, 0.5]], "s2": 6.01, "spin_multiplicity": 5, "homo_lumo_gap_ev": [8.1078, 8.0271], "e_tot_ev": -62176.9376, "homo_ev": [-8.623, -8.543], "lumo_ha": [-0.0189, -0.0189], "relative_energy_kcal_mol": 30.38}